[1]
Below is one molecule with the formula C25H29N3O3, with properties calculated with ωB97M-V/def2-TZVPD.

Positions of all 60 atoms, in Å:
1 H 0.884 -0.284 -1.555
2 H 1.049 2.165 2.145
3 C 2.247 -2.234 -4.358
4 O -0.115 -1.286 1.778
5 H -0.130 0.147 -3.795
6 C 0.300 -1.195 -1.411
7 H 0.116 4.129 2.888
8 H -4.806 0.400 6.814
9 H -4.797 2.845 6.778
10 H -3.179 4.091 5.394
11 C -0.840 4.085 3.404
12 H -1.051 -0.517 3.623
13 H -3.189 -0.900 5.465
14 C 2.468 0.131 -4.049
15 H 6.249 2.232 -4.257
16 O 4.532 1.214 -4.154
17 C -3.186 0.179 5.450
18 C -0.352 -0.492 0.881
19 N -1.284 0.438 3.848
20 H -0.366 -1.367 -4.708
21 C 5.924 1.197 -4.354
22 C -0.531 1.851 0.101
23 H -1.622 1.905 0.058
24 O -1.564 -3.058 -3.787
25 H -2.107 -4.039 -1.500
26 N -0.199 -1.629 -2.690
27 N -0.085 0.825 1.017
28 C -1.690 -2.264 -0.326
29 H -1.491 -2.691 0.659
30 C -2.273 0.880 4.671
31 C -1.210 2.681 3.743
32 H 4.063 -3.291 -4.732
33 C -3.176 3.011 5.406
34 H -1.600 4.539 2.766
35 H 1.095 0.465 2.674
36 H -0.163 2.812 0.453
37 H -0.401 -3.816 -1.104
38 H 2.046 1.109 -3.866
39 C 3.611 -2.329 -4.539
40 H 5.482 -1.310 -4.630
41 H -1.528 -0.188 -0.908
42 H -0.769 4.683 4.312
43 C -0.892 -0.958 -0.467
44 H -0.140 1.683 -0.903
45 C -1.317 -3.296 -1.396
46 H -2.756 -2.045 -0.389
47 C -4.082 0.912 6.197
48 C -0.645 1.519 3.289
49 C -2.256 2.296 4.638
50 C -1.066 -2.667 -2.750
51 H 1.621 -3.111 -4.409
52 C 0.182 -0.900 -3.883
53 C 1.666 -0.992 -4.114
54 C 4.419 -1.204 -4.481
55 C -4.076 2.310 6.176
56 C 0.449 1.268 2.306
57 C 3.848 0.039 -4.237
58 H 0.962 -1.950 -0.970
59 H 6.182 0.830 -5.353
60 H 6.432 0.587 -3.600

## Properties
E_HOMO = -7.8 eV
E_tot = -37009.924 eV
ΔE to the lowest compared entry with this formula, charge and spin = 1.764 eV

---

[2]
Below is one molecule with the formula C25H29N7O, with properties calculated with ωB97M-V/def2-TZVPD.

Positions of all 62 atoms, in Å:
1 H -0.540 -0.047 -0.122
2 C -2.897 -2.881 -1.457
3 C -2.493 -0.928 1.707
4 N -2.102 -1.806 0.614
5 H -2.915 -0.019 1.267
6 C 6.545 0.279 -0.242
7 H -1.347 0.409 2.993
8 C -3.004 0.928 -1.940
9 H -3.807 -3.109 -2.007
10 N -0.021 -0.707 1.842
11 H -3.271 -1.389 2.341
12 C 3.937 0.222 0.707
13 C 1.799 0.380 -1.169
14 H 0.657 -2.620 2.267
15 C 5.787 0.442 -2.630
16 C -0.180 1.620 1.141
17 C 4.194 0.316 -0.675
18 C 0.111 0.220 0.726
19 H 4.809 0.094 2.658
20 N -0.741 2.563 0.344
21 N 3.124 0.385 -1.528
22 C -1.154 -2.798 1.084
23 C -2.661 1.887 -0.999
24 C -3.613 2.318 -0.082
25 H -1.191 -1.294 3.411
26 H 5.349 -0.402 -3.165
27 C 5.014 0.161 1.600
28 H 0.848 -2.115 0.583
29 H 7.565 0.300 -0.598
30 H 2.356 0.118 2.190
31 C -4.289 0.416 -1.976
32 H 5.374 1.363 -3.042
33 H -4.552 -0.323 -2.718
34 C -1.264 -0.594 2.575
35 H -6.236 0.443 -1.085
36 N -0.254 3.460 2.182
37 O 0.935 0.492 -2.031
38 C -3.253 -2.371 -0.065
39 N -0.767 3.698 1.048
40 H 7.136 0.144 1.812
41 C 0.171 -2.093 1.438
42 H -2.341 -2.116 -1.992
43 C -5.234 0.846 -1.060
44 H -3.988 -1.568 -0.164
45 H 6.858 0.440 -2.814
46 H -0.598 1.874 -1.605
47 C 6.303 0.190 1.127
48 C -4.893 1.794 -0.110
49 H -2.260 0.589 -2.647
50 H -2.293 -3.783 -1.413
51 H -1.300 3.500 -1.373
52 C -1.272 2.476 -0.988
53 H -0.975 -3.526 0.294
54 H -5.626 2.130 0.609
55 H -1.549 -3.342 1.962
56 H -3.351 3.068 0.651
57 C 2.578 0.190 1.136
58 N 0.128 2.196 2.283
59 C 5.514 0.343 -1.158
60 H 3.303 0.474 -2.521
61 C 1.552 0.244 0.257
62 H -3.715 -3.181 0.529

## Properties
E_HOMO = -8.3 eV
E_tot = -38873.962 eV
ΔE to the lowest compared entry with this formula, charge and spin = 0.000 eV

---

[3]
Below is C25H29N7O2ReS as an isolated structure, with properties calculated with ωB97M-V/def2-TZVPD.

Positions of all 65 atoms, in Å:
1 H -1.746 1.140 2.470
2 H -1.378 -4.769 -1.305
3 H 4.549 1.014 1.081
4 Re -0.128 -0.025 0.480
5 C 4.709 -2.705 0.079
6 N 4.578 0.045 0.797
7 H -2.019 -3.148 0.295
8 H 0.911 5.003 -0.114
9 C 0.338 2.894 2.884
10 N 0.735 -0.044 -1.352
11 H -1.575 3.405 0.411
12 H -0.486 6.510 3.925
13 C -0.597 -3.791 1.730
14 H 2.314 -0.013 -4.847
15 C -0.002 -2.960 2.676
16 C -0.198 3.773 1.950
17 H -0.994 5.755 1.647
18 H 0.085 -5.063 5.325
19 H -1.437 -5.750 1.387
20 S 2.067 0.045 1.564
21 H 0.419 4.919 5.592
22 O 0.186 -3.485 -1.763
23 C 0.275 -3.424 3.954
24 H 4.429 -3.716 -0.200
25 C 1.629 1.180 -3.190
26 C -0.536 -4.313 -0.791
27 C -0.676 -5.550 3.374
28 C -0.083 -4.717 4.314
29 H 2.693 -2.526 0.751
30 C 1.859 -0.022 -3.864
31 H -0.587 4.970 -1.063
32 N -2.320 0.042 0.836
33 O 0.766 3.469 -1.516
34 H 5.146 -2.215 -0.793
35 C 0.620 3.320 4.176
36 H 0.141 -5.090 -0.443
37 C 0.278 -2.299 -1.286
38 C 0.625 2.264 -1.109
39 C -0.941 -5.092 2.093
40 H 0.548 1.869 2.612
41 C 3.506 -0.712 0.863
42 H 0.773 -2.788 4.676
43 C -0.249 5.495 3.636
44 C -0.519 5.072 2.344
45 N 3.514 -1.982 0.533
46 C -0.936 -3.318 0.332
47 H 5.491 -0.336 0.574
48 H -2.895 -0.800 0.822
49 H -1.868 -0.469 2.791
50 H 5.456 -2.763 0.873
51 H 1.866 2.136 -3.641
52 H -2.923 0.830 0.597
53 C -0.483 3.393 0.510
54 C 0.141 4.359 -0.535
55 H 1.562 -2.171 -3.817
56 C 0.886 -1.193 -2.030
57 C 1.055 1.124 -1.931
58 H 1.081 2.644 4.884
59 C 0.299 4.615 4.561
60 N -1.607 0.209 2.070
61 N 0.007 2.069 0.035
62 H 0.244 -1.934 2.421
63 H -0.929 -6.568 3.642
64 C 1.456 -1.229 -3.292
65 N -0.259 -2.067 -0.107

## Properties
spin multiplicity = 2
E_HOMO (spin up / spin down) = -19.0 / -19.0 eV
E_tot = -53846.358 eV
ΔE to the lowest compared entry with this formula, charge and spin = 0.195 eV
total charge = +4

---

[4]
Below is a 3-piece molecular cluster, C25H30B2ClN5O12P overall, with properties calculated with ωB97M-V/def2-TZVPD.

Positions of all 76 atoms, in Å:
1 C 2.224 -5.674 -0.427
2 H -0.664 -3.428 -0.745
3 P -1.666 2.501 1.659
4 C -1.976 -0.109 0.613
5 O -6.563 -1.894 1.505
6 H 2.551 0.915 0.602
7 H 6.245 7.805 1.144
8 C 4.252 8.258 -1.553
9 N 2.499 -4.260 -0.134
10 C 2.622 -7.988 -0.041
11 C 1.683 -8.300 -1.019
12 H 2.326 7.353 -1.835
13 N -0.570 0.301 -1.685
14 H 0.097 3.658 1.906
15 C 3.185 7.449 -1.185
16 C 2.118 2.933 -0.014
17 O 3.340 -4.000 0.691
18 H -3.650 -5.130 -0.120
19 N -1.131 -0.147 -4.819
20 C 1.287 -5.966 -1.396
21 C -2.715 -0.353 1.926
22 O -2.069 -0.214 2.922
23 H 0.279 -7.531 -2.452
24 H -3.600 -3.831 2.602
25 H 3.626 -6.419 1.022
26 B -6.339 -0.605 1.101
27 C 5.354 8.382 -0.719
28 H 3.139 -8.778 0.484
29 C -0.670 1.326 -0.813
30 O 5.306 6.384 2.851
31 H 1.475 -9.335 -1.254
32 C -1.402 1.144 0.362
33 O -3.978 -0.748 1.947
34 C 2.237 1.848 1.064
35 Cl -3.418 3.325 0.981
36 H 3.133 3.156 -0.338
37 O -0.639 3.687 1.280
38 O 3.398 5.495 2.423
39 H 1.291 1.638 1.567
40 C -4.919 0.087 1.245
41 N -3.450 -3.115 0.600
42 H 1.713 1.368 -1.370
43 O -7.351 0.183 0.578
44 H -7.496 0.002 -0.357
45 H 1.728 2.917 -2.119
46 B -2.326 -2.688 -0.201
47 C -4.153 -4.165 -0.176
48 C 4.318 6.911 0.845
49 C 1.390 2.397 -1.229
50 C -2.854 -3.716 1.823
51 H -2.079 -3.038 2.191
52 O 1.839 -3.417 -0.734
53 C -0.602 0.306 -3.919
54 H -5.166 -4.305 0.199
55 H 4.224 8.794 -2.493
56 C -1.104 -0.908 -1.457
57 H 0.776 -5.170 -1.914
58 H -0.942 -1.682 -2.192
59 C 2.898 -6.665 0.262
60 H -4.590 0.334 0.228
61 H -4.247 -3.851 -1.214
62 C 3.217 6.768 0.021
63 H 2.385 6.143 0.307
64 O -1.598 -3.600 -0.949
65 H 2.953 2.104 1.838
66 C 1.011 -7.289 -1.694
67 H -5.032 1.028 1.777
68 H 6.185 9.010 -1.008
69 H 1.699 3.861 0.353
70 C 5.391 7.706 0.491
71 H -2.351 -4.654 1.581
72 O -0.075 2.463 -1.129
73 N 4.344 6.210 2.139
74 C -1.812 -1.170 -0.324
75 O 0.161 0.486 -2.864
76 H -6.706 -2.493 0.765

## Properties
E_HOMO = -11.9 eV
E_tot = -81584.621 eV
total charge = +1